[1]
Entry from the OMol25 dataset: a structure of composition C13H37AsINO11PS3Si at a distorted geometry (the ωB97M-V functional and the def2-TZVPD basis).

Structure (ORCA input):
```
! RIJCOSX wB97M-V def2-TZVPD def2/J DEFGRID3
* xyz -1 1
C -0.1170 -2.2755 1.5013
Si 1.5343 -3.2462 1.4894
C 1.0801 -5.0276 1.0519
C 2.0633 -3.2963 3.3336
As 3.1844 -2.2029 0.1610
N 1.7986 -1.8058 -1.1139
O 4.5994 -2.7434 1.2830
I 4.8495 -0.8482 -1.4413
C 2.9122 -0.5035 1.2028
C 4.1839 0.1495 1.7868
C 4.1727 0.2775 3.3494
C 5.2126 -0.6818 3.8989
O 6.3328 -0.5672 3.6867
O 4.7968 -1.7200 4.7122
P 3.6517 -4.1912 -1.1306
O 5.0110 -3.9010 -2.0353
O 4.1020 -5.4589 -0.1593
S 2.3074 -4.6804 -2.4585
H -0.2968 -1.7325 0.5767
H -0.9139 -3.0234 1.5755
H -0.2155 -1.6529 2.3914
H 0.2325 -5.2903 1.7038
H 0.7070 -5.1600 0.0405
H 1.8467 -5.7609 1.2945
H 1.9549 -2.3223 3.8092
H 1.3237 -3.9494 3.8137
H 3.0424 -3.7429 3.4871
H 2.2083 -1.5984 -2.0191
H 1.2941 -0.9666 -0.8421
H 4.4253 -3.6174 1.6557
H 2.2607 -0.7362 2.0513
H 2.3760 0.2599 0.6440
H 4.2422 1.1701 1.4112
H 5.1204 -0.3231 1.5095
H 3.1886 0.1013 3.7782
H 4.5629 1.2627 3.5906
H 4.1844 -1.3219 5.3475
H 5.7834 -3.9539 -1.4491
H 5.0112 -5.7006 -0.3823
O -0.3289 0.5273 -2.1308
S -0.5983 0.6949 -3.5246
O 0.3468 1.2982 -4.4092
O -2.0079 1.4366 -3.6766
C -2.1833 2.6928 -2.9987
C -1.4685 3.8260 -3.7099
C -1.0850 -0.8578 -4.1966
H -1.8605 2.6129 -1.9593
H -3.2532 2.8937 -2.9900
H -0.3871 3.6994 -3.6662
H -1.7172 4.7811 -3.2454
H -1.7493 3.8556 -4.7634
H -1.8333 -1.3038 -3.5473
H -0.1962 -1.4860 -4.2368
H -1.4784 -0.6984 -5.1976
O -4.3735 3.8438 -0.5165
S -5.7805 3.5847 -0.5067
O -6.5912 3.8260 -1.6588
O -6.4303 4.3186 0.7526
C -6.2057 5.7312 0.8996
C -7.0503 6.5506 -0.0576
C -6.0537 1.9320 0.0364
H -5.1438 5.9560 0.7829
H -6.4765 5.9739 1.9259
H -6.7467 6.3872 -1.0911
H -6.9475 7.6140 0.1613
H -8.1009 6.2696 0.0209
H -5.4681 1.7546 0.9343
H -5.7297 1.2698 -0.7639
H -7.1153 1.7971 0.2275
*
```

- Gap between HOMO and LUMO: 0.2170 Eh
- LUMO energy: 1.773 eV
- Maximum force: 5.148 eV/Å

=====

[2]
Entry from the OMol25 dataset: a structure of composition C13H37N3O4 at a distorted geometry (the ωB97M-V functional and the def2-TZVPD basis).

Structure (ORCA input):
```
! RIJCOSX wB97M-V def2-TZVPD def2/J DEFGRID3
* xyz 0 1
C 8.0254 8.7209 -15.8594
O 6.9786 9.3569 -15.1996
H 8.3537 7.7682 -15.4437
H 7.5952 8.5000 -16.8362
H 8.8020 9.4767 -15.9764
H 6.1852 8.9756 -15.5827
C 5.6869 7.9620 -8.7606
C 5.4796 8.2772 -10.2222
C 6.6858 8.7715 -11.0603
O 6.2215 8.8668 -12.4625
C 7.2356 9.4259 -13.2775
N 4.8439 7.1258 -10.7722
H 4.8018 7.8790 -8.1299
H 6.3274 8.6300 -8.1846
H 6.3242 7.0791 -8.7111
H 4.7307 9.0665 -10.2875
H 7.6137 8.2047 -10.9843
H 6.9308 9.7682 -10.6932
H 6.9110 9.6670 -14.2897
H 8.0458 8.7107 -13.4202
H 7.6618 10.3538 -12.8961
H 4.9245 7.1066 -11.7788
H 3.8607 7.1767 -10.5471
C 7.9181 12.7323 -10.9019
C 7.5955 13.1181 -12.4076
C 6.9936 11.9804 -13.2495
O 6.9782 12.3706 -14.5995
C 6.1875 11.5133 -15.3740
N 6.7110 14.3338 -12.3184
H 8.0241 13.6242 -10.2844
H 8.8404 12.1543 -10.8439
H 7.0796 12.1944 -10.4594
H 8.5306 13.5148 -12.8028
H 6.0307 11.6206 -12.8870
H 7.6458 11.1160 -13.1244
H 6.1868 11.5627 -16.4629
H 5.1779 11.8172 -15.0975
H 6.2015 10.4744 -15.0445
H 5.7843 14.2208 -11.9328
H 6.5281 14.3977 -13.3097
C 7.6232 6.4757 -15.3856
C 7.0685 5.1054 -15.5701
C 5.9326 5.0955 -16.6711
O 5.6354 3.7009 -17.1043
C 4.5588 3.5304 -17.9370
N 8.2494 4.2687 -15.8946
H 8.4003 6.3585 -14.6303
H 6.8443 7.0462 -14.8797
H 7.9023 7.0702 -16.2556
H 6.5970 4.7538 -14.6524
H 6.1860 5.8452 -17.4206
H 5.0366 5.4402 -16.1550
H 4.3768 2.4772 -18.1509
H 4.4569 4.1059 -18.8571
H 3.6938 3.7364 -17.3066
H 8.5840 4.3533 -16.8438
H 7.8441 3.3518 -15.7714
*
```

- Gap between HOMO and LUMO: 0.2725 Eh
- LUMO energy: 0.031 eV
- Maximum force: 19.874 eV/Å

=====

[3]
Entry from the OMol25 dataset: a structure of composition C13H38N2O5 at a distorted geometry (the ωB97M-V functional and the def2-TZVPD basis).

Structure (ORCA input):
```
! RIJCOSX wB97M-V def2-TZVPD def2/J DEFGRID3
* xyz 0 1
C -15.3839 0.4191 -8.9249
O -14.3886 0.0316 -9.8779
H -16.3121 0.7117 -9.4157
H -15.5346 -0.2779 -8.1005
H -14.9611 1.2395 -8.3450
H -13.6809 -0.4354 -9.4276
C -14.4489 -1.2135 -6.7199
C -13.6227 -2.5006 -6.8158
O -13.2996 -2.5417 -8.1321
H -14.5649 -0.9361 -5.6722
H -15.4588 -1.3440 -7.1086
H -14.0104 -0.3318 -7.1872
H -14.1959 -3.2844 -6.3206
H -12.6356 -2.3502 -6.3785
H -14.0774 -2.9826 -8.4817
C -16.9378 0.6448 -11.1697
C -18.0353 -0.3216 -11.6652
O -17.8865 -0.8546 -13.0147
H -15.9655 0.1933 -11.3667
H -16.9554 0.9562 -10.1253
H -16.9648 1.4641 -11.8881
H -18.9991 0.1788 -11.5717
H -18.1930 -1.1945 -11.0317
H -18.5796 -0.4572 -13.5470
C -14.7417 -3.0670 -10.2475
C -15.2391 -2.6893 -8.8781
C -16.7814 -2.2459 -8.9584
O -17.6927 -3.2625 -9.5012
C -19.0210 -2.9385 -9.3689
N -14.8982 -3.7444 -7.9584
H -15.3920 -3.8024 -10.7211
H -13.6789 -3.2887 -10.1514
H -14.9565 -2.1290 -10.7595
H -14.6654 -1.8272 -8.5379
H -16.8717 -1.3386 -9.5556
H -17.0416 -1.9928 -7.9306
H -19.7155 -3.5513 -9.9436
H -19.2503 -1.9121 -9.6552
H -19.3699 -3.1714 -8.3628
H -15.3186 -4.6473 -8.1262
H -15.4141 -3.5466 -7.1129
C -13.0568 0.9597 -8.8675
C -12.6006 2.4037 -8.8716
C -12.1081 3.1008 -7.5943
O -11.7281 4.4558 -7.7239
C -11.3170 5.2647 -6.6119
N -11.5142 2.4343 -9.7960
H -13.1678 0.6528 -9.9075
H -13.9129 0.6058 -8.2931
H -12.2798 0.2969 -8.4866
H -13.3534 3.0637 -9.3027
H -11.1424 2.7123 -7.2706
H -12.7949 3.0021 -6.7536
H -10.4611 4.8767 -6.0596
H -12.2164 5.3450 -6.0015
H -10.9820 6.2460 -6.9481
H -10.7993 1.7696 -9.5367
H -11.9262 2.0288 -10.6241
*
```

- Gap between HOMO and LUMO: 0.3343 Eh
- LUMO energy: 0.562 eV
- Maximum force: 11.603 eV/Å

=====

[4]
Entry from the OMol25 dataset: a cluster of 5 separate species, C13H38NO17P4S2 in total at a distorted geometry (the ωB97M-V functional and the def2-TZVPD basis).

Structure (ORCA input):
```
! RIJCOSX wB97M-V def2-TZVPD def2/J DEFGRID3
* xyz 1 1
O 8.6096 1.0957 0.3393
S 7.4721 2.0973 -0.0487
N 6.1638 1.4449 0.6875
C 5.0545 1.9191 0.3667
S 3.7174 2.5759 0.0521
H 9.2339 1.0357 -0.4343
H 7.7322 3.1761 0.7409
C 2.3607 -1.1789 1.0024
O 1.2152 -1.7486 0.3670
P -0.2022 -1.0672 0.6738
O -0.1884 -0.1943 1.8457
O -1.1909 -2.2958 0.7149
C -1.0713 -3.2409 1.7957
O -0.6052 -0.3457 -0.6667
C -0.9125 -1.1090 -1.8450
H 2.3484 -1.3871 2.0708
H 3.2423 -1.6326 0.5536
H 2.3826 -0.0995 0.8494
H -1.0564 -2.7203 2.7521
H -0.1645 -3.8319 1.6705
H -1.9433 -3.8852 1.7490
H -1.9150 -1.5234 -1.7657
H -0.1900 -1.9124 -1.9882
H -0.8667 -0.4232 -2.6859
C 11.7952 -0.9689 -3.3228
O 10.5780 -0.9497 -4.0945
P 9.4182 0.0595 -3.7280
O 9.5235 0.6218 -2.3717
O 8.1124 -0.7705 -4.0391
C 7.8287 -1.9303 -3.2384
O 9.4079 1.1626 -4.8374
C 9.0589 0.8383 -6.1992
H 11.6034 -1.3778 -2.3331
H 12.4902 -1.6097 -3.8560
H 12.2146 0.0316 -3.2346
H 7.8892 -1.6883 -2.1771
H 8.5295 -2.7286 -3.4781
H 6.8197 -2.2460 -3.4843
H 7.9798 0.7394 -6.2875
H 9.5466 -0.0830 -6.5142
H 9.4061 1.6622 -6.8144
C -7.3062 -4.4509 1.5263
O -6.9014 -3.1059 1.8313
P -5.8717 -2.8685 3.0230
O -5.7405 -3.9949 3.9423
O -6.3788 -1.4941 3.6336
C -7.6511 -1.4944 4.2979
O -4.5177 -2.4372 2.3393
C -4.4335 -1.2002 1.6200
H -7.9399 -4.8410 2.3200
H -7.8656 -4.4050 0.5960
H -6.4410 -5.1000 1.4027
H -7.6971 -2.2995 5.0305
H -8.4532 -1.6063 3.5682
H -7.7470 -0.5373 4.8026
H -4.3454 -0.3703 2.3189
H -5.3035 -1.0503 0.9798
H -3.5401 -1.2418 1.0056
C -7.8688 5.3158 0.1415
O -6.8773 4.7108 0.9884
P -5.7892 3.7538 0.3284
O -6.1388 3.2684 -1.0038
O -5.5713 2.6597 1.4544
C -6.6561 1.7704 1.7461
O -4.4290 4.5506 0.3893
C -3.8287 4.8608 1.6535
H -8.5657 4.5616 -0.2179
H -8.3958 6.0454 0.7502
H -7.4045 5.8136 -0.7080
H -7.0447 1.3261 0.8291
H -7.4542 2.3024 2.2647
H -6.2670 0.9866 2.3900
H -3.3328 3.9791 2.0553
H -4.5741 5.2208 2.3627
H -3.0970 5.6434 1.4722
*
```

- Gap between HOMO and LUMO: 0.2695 Eh
- LUMO energy: -4.526 eV
- Maximum force: 1.015 eV/Å